Record 1
The following is a quantum chemistry calculation of a structure of composition C7H13AgNO3, from the Open Molecules 2025 dataset.

Values from the calculation:
max |F|	9.94	eV/A
net charge	+2
HOMO (spin up / spin down)	-16.89 / -16.84	eV
<S²>	0.756
calculated total energy	-19074.7825	eV
spin multiplicity	2

Geometry (Å):
C -0.6130 0.9606 3.7274
C -0.0121 0.7724 2.2120
O 0.8309 -0.4355 2.2204
C -1.1460 0.7845 1.0173
O -0.4613 1.1707 -0.2241
C -0.3738 0.0674 -1.1906
C 0.8647 0.2194 -2.3047
C 0.4122 -1.0909 -3.2405
C 0.2584 -2.1637 -1.9663
O 0.4718 -3.4913 -2.0515
N -0.1087 -1.3499 -0.7072
H -0.1387 1.9501 4.1941
H -0.2656 0.0779 4.4243
H -1.7769 1.0664 3.7905
H 0.7103 1.6977 2.0138
H 0.2375 -1.2413 2.0209
H -1.9018 1.6641 1.3012
H -1.7982 -0.1844 0.9501
H -1.3751 0.1832 -1.8274
H 1.8737 -0.1084 -1.7601
H 1.0068 1.2529 -2.8343
H -0.6717 -0.9383 -3.6800
H 1.1299 -1.4107 -4.1150
H 0.8337 -1.4048 -0.2158
Ag 2.0130 1.9518 -1.7546

Löwdin atomic charge list, values in e, 6 entries: 0.022 -0.237 0.124 -0.078 -0.125 -0.291

---

Record 2
The following is a quantum chemistry calculation of a structure of composition C7H13AsIIrNOS4, from the Open Molecules 2025 dataset.

Values from the calculation:
max |F|	0.47	eV/A
net charge	-1
HOMO (spin up / spin down)	-4.00 / -4.46	eV
<S²>	6.014
calculated total energy	-126127.8254	eV
spin multiplicity	5

Geometry (Å):
Ir -0.0467 1.7932 -2.2520
S -2.1255 3.1716 -2.2937
As -0.4003 4.5211 -2.0050
S 0.8024 3.5446 -3.6365
S 0.5062 3.3793 -0.3843
S -0.6063 6.5893 -2.0235
O 1.4101 0.0164 -0.3500
C 1.3315 -0.1816 0.8471
C 1.9894 -1.3732 1.5030
C 0.9426 -2.5020 1.3588
C -0.4973 -2.1687 1.7923
C -1.2505 -1.1484 0.9206
C -0.9575 0.3215 1.2626
N 0.4436 0.4806 1.6723
H 2.2095 -1.1868 2.5563
H 2.9103 -1.6319 0.9838
H 1.2851 -3.3745 1.9218
H 0.9187 -2.7959 0.3058
H -0.5116 -1.8498 2.8409
H -1.0536 -3.1099 1.7676
H -2.3244 -1.3226 1.0069
H -0.9980 -1.3363 -0.1247
H -1.5692 0.6589 2.1021
H -1.1718 0.9925 0.4269
H 0.5636 0.1938 2.6336
I -0.9096 -0.0564 -4.8852
C -0.3236 -0.1648 -2.8221
H 0.5768 -0.7768 -2.8007
H -1.1437 -0.6832 -2.3245

Löwdin atomic charge list, values in e, 6 entries: 0.547 -0.120 -0.506 -0.097 -0.090 -0.132

---

Record 3
The following is a quantum chemistry calculation of a cluster of 2 separate species, C7H13BS2 in total, from the Open Molecules 2025 dataset.

Values from the calculation:
max |F|	5.16	eV/A
net charge	0
HOMO	-7.42	eV
calculated total energy	-29813.9882	eV

Geometry (Å):
B -0.6132 1.5519 -0.4576
C 1.1902 -2.7195 -0.1959
C 0.2489 -2.7326 0.9906
C 1.0746 -1.3160 -0.7982
C -0.5783 -1.4263 0.9104
C -0.6347 4.0473 -1.0310
C -1.0579 3.9934 0.3756
C -0.4033 -1.0426 -0.5143
S -0.7727 2.3665 -1.9117
S -0.5038 2.3180 1.1475
H 2.2848 -2.8055 0.0766
H 1.1787 -3.4731 -1.0425
H -0.4543 -3.5234 0.8426
H 0.8384 -2.7980 1.9346
H 1.5564 -0.6187 -0.1274
H 1.3123 -1.2448 -1.8747
H -1.6689 -1.4539 1.1038
H -0.2491 -0.5361 1.4591
H -1.5145 4.4621 -1.4628
H 0.3871 4.4527 -1.2807
H -0.5827 4.8134 1.0312
H -2.1362 3.9551 0.4683
H -1.1888 -1.3911 -1.2040

Löwdin atomic charge list, values in e, 6 entries: -0.983 -0.229 -0.178 -0.222 -0.246 -0.500

---

Record 4
The following is a quantum chemistry calculation of a structure of composition C7H13Br2Cl3O4Sr3, from the Open Molecules 2025 dataset.

Values from the calculation:
max |F|	3.59	eV/A
net charge	+3
HOMO (spin up / spin down)	-15.46 / -15.46	eV
<S²>	0.761
calculated total energy	-195789.9730	eV
spin multiplicity	2

Geometry (Å):
Sr 2.1763 0.0545 -4.0020
Sr 3.4508 -2.0652 -0.7642
Sr 2.2222 3.6804 -2.3084
O 0.7702 1.5625 -2.3281
C -0.1652 0.6540 -1.6776
C 0.2615 -0.8058 -1.2674
O 1.2904 -1.4814 -1.9323
H -0.9930 0.5239 -2.3747
H -0.7219 1.0688 -0.8373
H -0.6799 -1.3486 -1.3527
H 0.6214 -0.7763 -0.2390
O 4.2073 -0.2693 0.8234
C 3.7563 0.7494 1.7302
C 2.7128 1.9535 1.1593
O 3.0894 2.6449 -0.0118
H 4.6444 1.2657 2.0948
H 3.1542 0.2399 2.4825
H 2.3084 2.6557 1.8883
H 1.7827 1.4259 0.9477
Br -4.2123 0.0939 -2.6065
C -4.1877 -0.7418 -0.7960
C -3.9644 -2.3025 -0.9565
Br -4.6794 -3.1835 0.6407
H -5.1729 -0.5624 -0.3656
H -3.3144 -0.3340 -0.2869
H -2.9246 -2.6136 -1.0564
H -4.5445 -2.6355 -1.8172
C -0.0826 0.1677 2.9592
Cl -0.2208 1.4169 4.2128
Cl -1.6560 -0.2569 2.3074
Cl 0.5954 -1.4050 3.5924
H 0.4761 0.6239 2.1420

Löwdin atomic charge list, values in e, 6 entries: 1.682 1.699 1.729 -0.625 -0.302 -0.349

---

Record 5
The following is a quantum chemistry calculation of a structure of composition C7H13Br3O6, from the Open Molecules 2025 dataset.

Values from the calculation:
max |F|	6.20	eV/A
net charge	0
HOMO	-10.16	eV
calculated total energy	-229880.5567	eV

Geometry (Å):
C -4.6966 -3.6599 -2.6772
O -3.6113 -2.7374 -2.3346
C -3.1835 -2.5819 -1.0974
O -3.6107 -3.2597 -0.1260
O -2.4884 -1.5203 -0.9798
C -1.9000 -1.0393 0.2623
H -5.3243 -3.3591 -3.5160
H -5.3229 -3.8366 -1.8027
H -4.2483 -4.6471 -2.7896
H -1.5982 0.0043 0.1737
H -1.0866 -1.7360 0.4652
H -2.6428 -1.0485 1.0599
C 5.0371 0.7630 1.8274
O 4.0374 0.3798 0.8760
C 2.7130 0.6284 1.1402
O 1.7855 0.1813 0.5385
O 2.5910 1.4933 2.1612
C 1.3971 2.1179 2.3695
H 5.1956 1.8410 1.8556
H 5.9907 0.5151 1.3613
H 5.0344 0.3732 2.8453
H 0.6041 1.4891 2.7745
H 1.0672 2.6766 1.4936
H 1.6031 2.8089 3.1869
C 0.4790 2.7557 -1.6657
Br -0.8088 4.1194 -2.3468
Br 2.0999 3.6780 -1.0415
Br 0.8527 1.4575 -3.1326
H 0.0347 2.1433 -0.8812

Löwdin atomic charge list, values in e, 6 entries: -0.008 0.003 -0.633 0.052 0.019 0.016

---

Record 6
The following is a quantum chemistry calculation of the molecule C7H13BrN2Si, from the Open Molecules 2025 dataset.

Values from the calculation:
max |F|	5.38	eV/A
net charge	0
HOMO (spin up / spin down)	-8.75 / -8.75	eV
calculated total energy	-88368.0750	eV
structure (SMILES)	Cn1cc(Br)c([Si](C)(C)C)n1

Geometry (Å):
C -3.3788 0.0750 2.1514
N -2.2236 0.5585 1.4218
C -2.0141 1.8646 1.1562
C -0.9306 1.9310 0.2256
Br -0.2966 3.6274 -0.2752
C -0.5013 0.6863 -0.1333
Si 1.1016 -0.1908 -0.5893
C 0.5679 -1.9935 -0.5289
C 2.6990 0.0880 0.4678
C 1.6297 0.4715 -2.2916
N -1.4639 -0.3344 0.8154
H -2.9839 -0.2214 3.1512
H -4.2886 0.8141 2.1276
H -3.8318 -0.8153 1.7384
H -2.6563 2.6948 1.3939
H -0.3340 -1.9970 0.1084
H 0.2505 -2.4660 -1.5162
H 1.4237 -2.5641 -0.1966
H 3.2756 -0.7865 0.3821
H 3.0893 0.9811 0.0232
H 2.5095 0.3179 1.6170
H 1.8346 1.6131 -2.1139
H 2.5858 0.1029 -2.5263
H 0.8536 0.4550 -3.0283

Löwdin atomic charge list, values in e, 6 entries: -0.033 -0.289 -0.130 -0.760 0.732 -0.190